Formula: C6H10
Source: the OMol25 dataset
Level of theory: ωB97M-V/def2-TZVPD

Last columns: bonded neighbours and bond lengths (Å).
CARTESIAN COORDINATES (ANGSTROEM)
1 C -1.197 0.854 -0.697  C2 1.507, H7 1.096, H8 1.099, H9 1.093
2 C -0.201 0.377 0.328  C1 1.507, C3 1.496, C5 1.388
3 C -0.509 0.710 1.754  C2 1.496, H10 1.089, H11 1.093, H12 1.101
4 C 0.686 -1.425 -1.194  C5 1.503, H13 1.096, H14 1.095, H15 1.093
5 C 0.836 -0.466 -0.046  C2 1.388, C4 1.503, C6 1.386
6 C 1.948 -0.064 0.677  C5 1.386, H16 1.112
7 H -1.409 1.921 -0.563  C1 1.096
8 H -2.151 0.323 -0.568  C1 1.099
9 H -0.855 0.692 -1.723  C1 1.093
10 H 0.099 0.088 2.410  C3 1.089
11 H -0.356 1.760 2.015  C3 1.093
12 H -1.576 0.487 1.906  C3 1.101
13 H -0.351 -1.778 -1.227  C4 1.096
14 H 0.947 -1.017 -2.176  C4 1.095
15 H 1.326 -2.288 -0.994  C4 1.093
16 H 2.864 -0.210 0.063  C6 1.112

Results
HOMO energy (eV): -7.87
Multiplicity: 1
Total energy (eV): -6380.1274
Relative energy (zero: lowest compared OMol25 entry of this formula, charge and spin) (eV): 3.732